{"formula": "C20H30N4O4", "method": "ωB97M-V/def2-TZVPD", "smiles": "COc1ccc(N)c(C(=O)NCCC2(O)CN(C(=O)C3(N(C)C)CCC3)C2)c1", "lumo_ha": 0.0217, "species": ["C", "O", "C", "C", "C", "C", "N", "C", "C", "O", "N", "C", "C", "C", "O", "C", "N", "C", "O", "C", "N", "C", "C", "C", "C", "C", "C", "C", "H", "H", "H", "H", "H", "H", "H", "H", "H", "H", "H", "H", "H", "H", "H", "H", "H", "H", "H", "H", "H", "H", "H", "H", "H", "H", "H", "H", "H", "H"], "coordinates": [[-0.320, 7.229, 1.990], [-0.260, 5.827, 1.840], [-0.352, 5.335, 0.566], [-0.516, 6.107, -0.575], [-0.574, 5.497, -1.819], [-0.472, 4.116, -1.973], [-0.573, 3.538, -3.230], [-0.336, 3.338, -0.809], [-0.223, 1.847, -0.916], [0.341, 1.312, -1.864], [-0.820, 1.158, 0.089], [-0.676, -0.254, 0.439], [0.436, -1.007, -0.276], [0.495, -2.445, 0.192], [0.675, -2.447, 1.593], [-0.653, -3.343, -0.351], [0.339, -4.020, -1.185], [0.295, -4.676, -2.366], [1.317, -4.938, -2.980], [-1.106, -5.019, -2.881], [-1.886, -5.584, -1.787], [-1.335, -6.871, -1.387], [-3.311, -5.696, -2.033], [-1.637, -3.768, -3.638], [-1.068, -4.374, -4.940], [-1.010, -5.750, -4.245], [1.486, -3.314, -0.627], [-0.267, 3.958, 0.434], [-0.220, 7.426, 3.054], [0.495, 7.724, 1.454], [-1.276, 7.629, 1.639], [-0.591, 7.184, -0.518], [-0.699, 6.113, -2.702], [-0.115, 2.641, -3.304], [-0.381, 4.162, -3.996], [-1.302, 1.720, 0.769], [-0.501, -0.309, 1.514], [-1.628, -0.762, 0.246], [0.285, -0.995, -1.354], [1.401, -0.532, -0.086], [0.754, -3.357, 1.898], [-1.105, -3.997, 0.398], [-1.446, -2.836, -0.901], [-1.860, -7.230, -0.501], [-1.428, -7.634, -2.174], [-0.278, -6.769, -1.140], [-3.779, -6.141, -1.154], [-3.761, -4.716, -2.179], [-3.561, -6.329, -2.898], [-2.724, -3.737, -3.659], [-1.261, -2.795, -3.318], [-1.689, -4.288, -5.829], [-0.070, -4.000, -5.160], [-0.125, -6.359, -4.406], [-1.911, -6.335, -4.436], [2.086, -2.789, -1.372], [2.137, -3.945, -0.018], [-0.105, 3.377, 1.333]], "forces_ev_per_a": [[0.0, 0.0, 0.0], [0.0, 0.0, 0.0], [0.0, 0.0, 0.0], [0.0, 0.0, 0.0], [0.0, 0.0, 0.0], [0.0, 0.0, 0.0], [0.0, 0.0, 0.0], [0.0, 0.0, 0.0], [-0.1, -0.1, -0.1], [0.0, 0.0, 0.0], [0.3, 0.1, 0.2], [-0.2, -0.1, -0.2], [0.1, 0.0, 0.1], [0.0, 0.0, 0.0], [0.0, 0.0, 0.0], [0.0, 0.0, 0.0], [0.0, 0.0, 0.0], [0.0, 0.0, 0.0], [0.0, 0.0, 0.0], [0.0, 0.0, 0.0], [0.0, 0.0, 0.0], [0.0, 0.0, 0.0], [0.0, 0.0, 0.0], [0.0, 0.0, 0.0], [0.0, 0.0, 0.0], [0.0, 0.0, 0.0], [0.0, 0.0, 0.0], [0.0, 0.0, 0.0], [0.0, 0.0, 0.0], [0.0, 0.0, 0.0], [0.0, 0.0, 0.0], [0.0, 0.0, 0.0], [0.0, 0.0, 0.0], [0.0, 0.0, 0.0], [0.0, 0.0, 0.0], [0.0, 0.0, 0.0], [0.0, 0.0, 0.0], [0.0, 0.0, 0.0], [0.0, 0.0, 0.0], [0.0, 0.0, 0.0], [0.0, 0.0, 0.0], [0.0, 0.0, 0.0], [0.0, 0.0, 0.0], [0.0, 0.0, 0.0], [0.0, 0.0, 0.0], [0.0, 0.0, 0.0], [0.0, 0.0, 0.0], [0.0, 0.0, 0.0], [0.0, 0.0, 0.0], [0.0, 0.0, 0.0], [0.0, 0.0, 0.0], [0.0, 0.0, 0.0], [0.0, 0.0, 0.0], [0.0, 0.0, 0.0], [0.0, 0.0, 0.0], [0.0, 0.0, 0.0], [0.0, 0.0, 0.0], [0.0, 0.0, 0.0]], "mulliken_charge": [-0.88, -0.42, 0.27, -0.68, -0.92, 0.25, -0.55, 0.91, 0.56, -0.74, -0.17, -0.77, -1.13, 1.38, -0.64, -0.76, 0.49, -0.15, -0.70, 0.96, 0.28, -1.08, -1.03, -0.68, -0.69, -1.00, -1.25, -0.44, 0.24, 0.36, 0.34, 0.38, 0.27, 0.24, 0.24, 0.26, 0.36, 0.24, 0.44, 0.47, 0.48, 0.05, 0.29, 0.41, 0.34, 0.30, 0.38, 0.29, 0.34, 0.39, 0.16, 0.40, 0.26, 0.26, 0.33, 0.27, 0.32, 0.48]}


{"formula": "C20H30N6O3S", "method": "ωB97M-V/def2-TZVPD", "smiles": "CC(C)Nc1nc(N)c(C(=O)c2cccnc2)s1.CNC(=O)[C@@H](NC(C)=O)C(C)C", "lumo_ha": 0.0137, "species": ["C", "C", "C", "N", "C", "N", "C", "N", "C", "C", "O", "C", "C", "C", "C", "N", "C", "S", "H", "H", "H", "H", "H", "H", "H", "H", "H", "H", "H", "H", "H", "H", "C", "N", "C", "O", "C", "N", "C", "C", "O", "C", "C", "C", "H", "H", "H", "H", "H", "H", "H", "H", "H", "H", "H", "H", "H", "H", "H", "H"], "coordinates": [[-3.678, -0.147, 7.194], [-2.422, -0.034, 6.337], [-1.648, -1.353, 6.330], [-2.815, 0.312, 4.967], [-1.954, 0.868, 4.059], [-2.360, 0.892, 2.828], [-1.372, 1.471, 2.085], [-1.682, 1.604, 0.783], [-0.204, 1.826, 2.683], [0.959, 2.396, 2.006], [0.893, 2.650, 0.807], [2.215, 2.645, 2.712], [2.769, 1.726, 3.611], [3.957, 2.060, 4.256], [4.563, 3.287, 3.983], [4.045, 4.159, 3.106], [2.898, 3.842, 2.475], [-0.355, 1.503, 4.395], [-3.415, -0.394, 8.227], [-4.342, -0.926, 6.807], [-4.221, 0.804, 7.193], [-1.789, 0.755, 6.763], [-0.738, -1.260, 5.730], [-1.362, -1.633, 7.348], [-2.261, -2.154, 5.906], [-3.630, -0.126, 4.547], [-2.370, 0.944, 0.448], [-0.887, 1.863, 0.196], [2.293, 0.769, 3.807], [4.415, 1.381, 4.965], [5.487, 3.541, 4.494], [2.487, 4.559, 1.770], [0.428, 0.069, -8.168], [0.299, -0.717, -6.941], [0.406, -0.206, -5.706], [0.667, 0.977, -5.530], [0.283, -1.197, -4.531], [1.187, -2.347, -4.756], [0.872, -3.604, -5.067], [-0.579, -4.012, -5.230], [1.751, -4.431, -5.240], [0.509, -0.556, -3.135], [-0.626, 0.406, -2.746], [0.571, -1.607, -2.012], [1.366, 0.630, -8.151], [0.419, -0.585, -9.041], [-0.397, 0.780, -8.240], [0.163, -1.711, -7.027], [-0.747, -1.545, -4.540], [2.178, -2.175, -4.667], [-1.037, -3.435, -6.029], [-1.108, -3.852, -4.293], [-0.616, -5.071, -5.484], [1.454, -0.010, -3.138], [-0.698, 1.225, -3.461], [-0.419, 0.839, -1.768], [-1.577, -0.124, -2.714], [1.419, -2.275, -2.161], [-0.350, -2.189, -1.990], [0.707, -1.111, -1.050]], "forces_ev_per_a": [[0.0, 0.3, 0.0], [-0.4, -0.6, -0.2], [0.2, 0.1, 0.2], [1.2, 0.8, 0.6], [-1.2, -1.0, 1.1], [0.9, 0.5, -0.1], [-1.5, -0.6, -1.3], [0.8, 0.2, -0.9], [1.7, 0.8, 0.4], [-1.5, -0.7, -0.3], [0.0, 0.2, -0.4], [0.8, 0.0, 0.9], [0.2, 0.5, 0.0], [0.0, 0.0, -0.1], [-0.9, -0.3, -0.5], [-0.2, -0.1, -0.1], [0.7, -0.3, 0.7], [-0.6, -0.3, 0.4], [-0.1, 0.0, -0.2], [0.1, 0.0, 0.0], [0.0, -0.2, 0.0], [-0.1, 0.0, -0.3], [-0.1, -0.1, 0.1], [0.0, 0.0, -0.1], [0.0, 0.1, 0.1], [0.3, 0.1, 0.2], [0.1, 0.3, -0.1], [-0.5, -0.1, 0.1], [0.0, 0.2, -0.1], [0.0, 0.0, -0.1], [-0.1, 0.2, -0.2], [0.1, 0.0, 0.1], [0.0, 0.2, 0.5], [-0.3, -0.9, -0.7], [0.9, 1.2, 0.5], [-0.3, -0.3, 0.1], [0.3, -0.4, 0.3], [-0.7, 1.8, 0.4], [0.0, -1.5, -0.4], [0.2, 0.1, 0.1], [0.3, -0.2, 0.0], [-0.4, 0.0, 0.4], [0.4, 0.3, -0.7], [0.5, 0.0, -0.6], [-0.1, 0.0, 0.0], [0.0, 0.0, 0.2], [0.1, 0.0, -0.1], [0.1, 0.1, 0.0], [-0.1, -0.3, 0.0], [0.0, 0.0, 0.0], [-0.3, 0.1, 0.0], [-0.2, 0.1, 0.0], [0.1, 0.2, 0.0], [0.0, 0.1, -0.2], [-0.1, 0.0, 0.0], [0.0, -0.1, 0.0], [-0.1, -0.1, 0.1], [-0.1, -0.2, 0.1], [0.0, -0.1, 0.1], [-0.1, 0.0, 0.0]], "mulliken_charge": [-1.55, 0.41, -1.17, -0.19, 0.57, -0.59, -0.60, -0.36, 0.16, 0.85, -0.73, 0.33, -0.42, -0.52, -0.24, -0.61, -0.28, -0.09, 0.40, 0.38, 0.39, 0.27, 0.28, 0.40, 0.31, 0.31, 0.27, 0.29, 0.59, 0.37, 0.35, 0.41, -0.95, -0.10, 0.04, -0.66, 0.01, -0.07, 0.78, -1.07, -0.68, 0.59, -1.15, -1.51, 0.30, 0.35, 0.29, 0.20, 0.28, 0.24, 0.32, 0.29, 0.31, 0.28, 0.43, -0.06, 0.45, 0.37, 0.31, 0.41]}


These records have highest occupied orbital energy values of -7.6134, -7.9614 eV, in the order they appear.
These records have frontier orbital gap values of 8.203, 8.333 eV, in the order they appear.
These records have ΔE to the lowest compared entry with this formula, charge and spin values of 68.1, 0.0 kcal per mole, in the order they appear.